No. 1
The following is a quantum chemistry calculation of a 2-piece molecular cluster, C4H7NO2S overall at a distorted geometry, from OMol25.

The geometry in XYZ format:
```
15
Properties=species:S:1:pos:R:3:forces:R:3:lowdin_charge:R:1
C 0.522 0.089 1.520 -1.08 2.54 1.20 -0.05
N -0.490 0.830 0.742 -1.12 0.66 2.01 -0.07
C -1.056 0.506 -0.443 2.93 1.45 1.73 -0.98
C -0.327 -0.516 -1.160 -0.22 -1.95 0.73 -0.09
S -2.218 1.407 -1.049 -2.13 1.23 -1.21 0.74
H 0.999 -0.579 0.862 1.28 -0.43 0.09 0.04
H 0.002 -0.431 2.306 -0.14 -0.73 0.30 0.08
H 1.126 0.870 2.092 -0.13 -1.20 -1.22 0.11
H -1.077 1.457 1.350 0.88 -0.64 -1.20 0.14
H 0.295 -0.159 -1.937 -0.26 0.46 -1.48 0.09
H -1.164 -1.195 -1.353 0.85 -0.50 -0.99 0.09
H 0.418 -0.979 -0.517 -0.54 -0.57 -0.25 0.05
O -3.872 0.351 1.489 -0.27 0.78 0.29 0.19
C -3.396 -0.483 0.859 0.53 -2.48 -0.51 -0.50
O -2.952 -1.447 0.344 -0.57 1.37 0.54 0.15
```
Positions in Å, forces in eV/Å.

Orbital gap (eV): 8.98
HOMO level (Eh): -0.3093
Structure (SMILES): CNC(C)=S.O=C=O
Net charge: 0



No. 2
The following is a quantum chemistry calculation of an isolated ion of composition C3H8NS and charge +1 at a distorted geometry, from OMol25.

The geometry in XYZ format:
```
13
Properties=species:S:1:pos:R:3:forces:R:3:lowdin_charge:R:1
C -1.485 1.058 0.134 -2.55 -1.69 2.26 -0.44
C 0.413 -0.140 0.489 -0.51 -3.50 0.69 -0.12
C 1.439 -1.135 0.011 -1.14 -1.19 -0.90 -0.04
N -0.321 0.601 -0.478 4.43 -0.89 -3.17 -0.16
S -2.222 -0.712 0.521 3.08 2.28 0.35 0.69
H -1.136 1.634 1.014 -0.74 -0.33 -0.35 0.12
H -2.147 1.583 -0.484 -0.70 0.92 -0.92 0.08
H 0.489 0.262 1.447 -0.13 0.90 1.40 0.11
H 0.845 -2.036 -0.440 1.09 1.49 0.54 0.14
H 2.139 -1.596 0.762 -0.88 1.01 -0.56 0.12
H 1.997 -0.659 -0.835 -0.11 -0.48 0.55 0.11
H -0.334 -0.132 -1.218 -1.62 0.60 -0.07 0.18
H 0.322 1.273 -0.924 -0.21 0.86 0.18 0.21
```
Positions in Å, forces in eV/Å.

Orbital gap (alpha / beta) (eV): 7.07 / 7.08
HOMO level (alpha / beta) (Eh): -0.5041 / -0.5041
Net charge: +1



No. 3
The following is a quantum chemistry calculation of a 2-piece molecular cluster, C6H12O overall, from OMol25.

The geometry in XYZ format:
```
19
Properties=species:S:1:pos:R:3:forces:R:3:lowdin_charge:R:1
C -1.214 0.029 0.537 -0.24 0.61 0.31 0.00
C -0.266 0.946 0.374 -0.60 0.19 0.16 -0.39
C -0.257 1.894 -0.797 -0.05 0.12 -0.05 -0.06
C 0.936 0.953 1.295 -0.01 -0.04 -0.01 -0.11
C 1.727 -0.008 0.455 0.48 -0.36 0.20 -0.27
O 1.743 -1.205 0.635 0.69 0.58 0.24 0.02
H -1.212 -0.657 1.379 0.00 0.21 -0.08 0.09
H -2.021 -0.081 -0.179 0.04 0.12 0.11 0.08
H -0.681 1.433 -1.696 0.00 0.08 0.17 0.08
H -0.864 2.765 -0.539 0.08 0.08 -0.15 0.08
H 0.747 2.254 -1.048 -0.15 -0.09 0.10 0.08
H 0.719 0.536 2.283 0.03 0.02 -0.25 0.13
H 1.399 1.942 1.384 -0.06 -0.18 -0.10 0.12
H 2.171 0.435 -0.458 0.12 -0.10 0.06 0.13
C -0.599 -2.239 -0.724 0.14 -0.41 -0.16 -0.06
H -0.128 -3.201 -0.892 -0.14 -0.32 -0.35 0.03
H -0.679 -1.676 -1.660 0.09 -0.18 0.14 0.04
H -1.603 -2.385 -0.313 0.31 -0.02 -0.02 0.03
H 0.085 -1.736 -0.038 -0.72 -0.32 -0.33 -0.03
```
Positions in Å, forces in eV/Å.

Orbital gap (eV): 10.02
HOMO level (Eh): -0.3376
Structure (SMILES): C=C(C)CC=O.C
Net charge: 0



No. 4
The following is a quantum chemistry calculation of a 9-piece molecular cluster, C34H63N7O2 overall at a distorted geometry, from OMol25.

The geometry in XYZ format:
```
106
Properties=species:S:1:pos:R:3:forces:R:3:lowdin_charge:R:1
C 0.584 -2.329 -0.084 0.49 1.49 -0.53 -0.13
C -0.856 -1.790 0.154 -1.40 -3.06 -1.78 -0.69
C -0.839 -0.281 0.086 0.38 -0.12 -0.31 -0.12
O -1.818 -2.443 -0.698 1.86 1.51 1.57 -0.41
H 0.949 -1.897 -1.016 -0.46 -0.96 -1.10 0.06
H 0.751 -3.398 0.045 -0.30 0.08 -0.31 0.05
H 1.356 -1.787 0.463 0.05 0.02 1.47 0.03
H -1.027 -2.117 1.179 -0.49 0.18 1.04 0.07
H -0.196 0.006 -0.746 -0.05 0.25 -0.23 0.06
H -0.361 0.064 1.004 -0.12 0.57 0.26 0.04
H -1.834 0.127 -0.091 0.01 -0.01 0.28 0.06
C 2.660 1.855 -5.135 0.82 0.09 0.40 -0.13
C 1.994 1.382 -6.430 -2.37 -2.44 1.29 -0.70
C 3.027 0.971 -7.541 -0.20 1.46 0.46 -0.11
O 0.988 0.476 -6.119 1.27 0.67 -0.76 -0.37
H 2.093 2.498 -4.462 -0.73 0.34 -0.59 0.04
H 3.560 2.413 -5.392 0.62 0.11 0.30 0.03
H 2.855 1.038 -4.440 0.48 -0.52 -0.42 0.06
H 1.520 2.281 -6.823 -0.02 0.95 -0.74 0.07
H 3.631 1.878 -7.515 0.73 0.11 -0.57 0.03
H 2.534 0.963 -8.513 -0.14 -0.28 0.03 0.04
H 3.699 0.118 -7.452 -0.34 -0.29 0.49 0.05
C 4.234 -0.178 5.607 0.60 -0.94 -1.05 -0.12
C 3.069 -0.759 6.324 0.37 -0.92 2.16 -0.30
C 2.217 -1.721 5.528 -0.34 0.86 -1.35 -0.19
C 2.801 -2.915 4.927 0.60 -0.30 0.44 -0.23
N 3.209 -3.900 4.496 0.00 0.21 0.05 0.14
H 4.841 -0.976 5.180 0.07 -0.23 -0.08 0.07
H 4.923 0.326 6.285 -0.38 0.65 -0.29 0.08
H 3.844 0.348 4.736 0.50 0.77 0.16 0.08
H 2.475 0.074 6.699 -0.45 -0.24 -0.04 0.11
H 3.440 -1.291 7.199 0.03 0.07 0.35 0.11
H 2.012 -1.065 4.682 -1.00 -0.38 -0.47 0.12
H 1.297 -2.056 6.008 -0.01 0.41 0.09 0.12
C -3.564 3.285 6.271 0.33 -1.41 -0.40 -0.14
C -2.605 4.172 5.469 -2.11 1.25 -0.29 -0.20
C -3.312 4.659 4.053 1.31 -1.43 1.16 -0.15
C -4.783 4.732 4.012 -3.55 0.57 -0.05 -0.23
N -5.967 4.763 3.920 4.35 -0.12 0.43 0.12
H -4.557 3.636 6.552 0.17 0.66 -0.43 0.07
H -3.154 2.875 7.194 0.46 0.31 0.06 0.06
H -3.716 2.395 5.660 -0.35 -0.20 -0.03 0.07
H -1.655 3.675 5.272 -0.25 -0.04 -0.26 0.10
H -2.394 5.044 6.088 0.15 0.27 -0.30 0.09
H -3.071 3.877 3.333 0.02 -0.17 -0.09 0.11
H -2.779 5.528 3.667 -0.54 0.29 0.16 0.10
C 5.008 5.436 -0.415 0.71 -0.28 -0.62 -0.12
C 4.684 4.106 0.309 -0.55 2.91 -0.43 -0.23
C 3.267 4.189 0.939 0.22 -0.34 2.44 -0.16
C 3.184 5.073 2.183 1.00 -1.55 -2.40 -0.24
N 3.180 5.779 3.075 -0.17 0.89 1.25 0.11
H 4.693 6.354 0.079 -0.43 -0.23 0.14 0.07
H 4.649 5.396 -1.444 -0.36 0.26 0.09 0.07
H 6.085 5.561 -0.524 0.20 -0.17 0.03 0.06
H 5.410 4.069 1.120 -0.17 -0.77 0.04 0.10
H 4.781 3.316 -0.436 -0.15 -0.26 0.52 0.11
H 3.164 3.177 1.330 -0.86 -0.07 0.02 0.11
H 2.346 4.510 0.453 0.50 -0.44 -1.12 0.12
C -0.966 -8.267 1.985 -0.11 0.64 0.45 -0.08
C -2.117 -7.657 2.902 0.01 -0.13 -3.24 -0.25
C -1.689 -7.356 4.271 -0.35 -0.70 2.08 -0.22
C -2.777 -7.122 5.238 -0.94 1.30 0.12 -0.23
N -3.620 -6.893 5.995 0.70 -0.42 -0.53 0.12
H -0.020 -7.797 2.258 -0.01 0.42 0.08 0.06
H -1.117 -7.999 0.939 -0.24 0.03 0.09 0.07
H -0.679 -9.318 1.990 -0.82 -0.32 0.49 0.06
H -3.093 -8.135 2.826 0.28 -0.70 0.22 0.11
H -2.343 -6.716 2.400 0.10 0.26 0.04 0.12
H -0.988 -6.521 4.269 0.19 -0.28 0.40 0.13
H -1.331 -8.270 4.746 1.20 -0.03 -0.24 0.12
C -7.092 -1.572 1.518 -0.89 -1.22 0.33 -0.13
C -6.742 -0.146 1.711 0.89 -1.02 0.59 -0.30
C -7.019 0.616 0.473 -0.86 2.05 -1.08 -0.23
C -6.706 0.139 -0.896 2.70 -1.96 -5.76 -0.18
N -6.381 -0.185 -2.027 -2.23 1.91 6.72 0.13
H -6.738 -2.038 0.599 0.30 0.12 0.13 0.08
H -8.181 -1.575 1.494 -0.23 -0.60 -0.12 0.07
H -6.766 -2.136 2.392 -0.07 -0.32 -0.17 0.08
H -5.719 -0.110 2.086 0.14 0.54 -0.34 0.12
H -7.407 0.183 2.510 0.22 0.60 -0.01 0.11
H -6.641 1.630 0.600 0.38 0.10 -0.41 0.12
H -8.090 0.813 0.419 -0.34 -0.19 0.08 0.11
C 6.786 -6.001 -4.827 0.56 -0.31 0.38 -0.13
C 6.416 -4.552 -4.601 -0.61 -0.31 -0.57 -0.29
C 5.086 -4.361 -3.888 -1.40 0.61 -0.19 -0.18
C 3.738 -4.619 -4.638 -0.80 -0.86 -1.10 -0.16
N 2.747 -4.851 -5.242 3.44 0.75 2.09 0.12
H 5.974 -6.599 -5.242 0.17 0.18 -0.53 0.08
H 7.060 -6.529 -3.914 -0.20 0.22 0.46 0.07
H 7.722 -6.026 -5.385 -0.27 -0.31 -0.59 0.07
H 6.380 -4.020 -5.552 0.10 0.02 -0.06 0.11
H 7.183 -4.077 -3.990 -0.04 0.10 0.04 0.11
H 5.069 -3.310 -3.599 -0.42 0.04 0.08 0.11
H 5.145 -4.923 -2.956 -0.59 -0.17 -0.04 0.11
C -2.757 4.846 -3.987 0.96 -1.63 -1.57 -0.10
C -2.601 6.005 -5.034 -0.95 -0.80 1.22 -0.22
C -3.202 5.575 -6.433 0.91 0.13 1.73 -0.18
C -4.649 5.583 -6.443 1.22 0.57 -0.18 -0.26
N -5.783 5.657 -6.440 -1.62 -0.01 0.00 0.13
H -2.662 4.957 -2.907 -0.05 0.79 -0.26 0.07
H -2.046 4.067 -4.262 0.87 0.14 0.23 0.07
H -3.595 4.179 -4.192 -0.97 0.79 0.14 0.07
H -1.573 6.319 -5.214 0.08 -0.35 0.22 0.09
H -3.090 6.831 -4.518 -0.32 0.50 -0.87 0.09
H -2.915 4.532 -6.569 0.36 0.05 -0.34 0.12
H -2.736 6.223 -7.174 -0.47 -0.24 -0.32 0.11
```
Positions in Å, forces in eV/Å.

Orbital gap (eV): 3.40
HOMO level (Eh): -0.0161
Net charge: -2



The records above yield relative energy (zero: lowest compared OMol25 entry of this formula, charge and spin) values of 1.121, 3.600, 1.987, 6.720 eV, respectively.